Record 1
Here is C10H15N5O4 in the gas phase at a distorted geometry from OMol25. Energies are from the ωB97M-V functional and the def2-TZVPD basis.

SMILES: NC(=O)C[C@H](N)C(=O)N[C@@H](Cc1c[nH]cn1)C(=O)O
Gap between HOMO and LUMO: 0.3453 Eh
HOMO energy: -0.33417 hartree
Lowest unoccupied orbital energy: 0.3 eV
Energy: -26252.386 eV

Each atom is followed by the atoms it is bonded to, with distances in Å.
CARTESIAN COORDINATES (ANGSTROEM)
1 N 0.482 3.013 0.878  C2 1.420, H20 1.036, H21 1.036
2 C 0.146 2.874 -0.494  N1 1.420, O3 1.172, C4 1.629
3 O 0.331 3.666 -1.338  C2 1.172
4 C -0.510 1.406 -0.756  C2 1.629, C5 1.518, H22 1.142, H23 1.092
5 C -1.785 1.061 -0.007  C4 1.518, N6 1.459, C7 1.523, H24 1.093
6 N -2.676 2.206 0.147  C5 1.459, H25 1.021, H26 0.979
7 C -1.425 0.408 1.322  C5 1.523, O8 1.252, N9 1.375
8 O -1.561 1.124 2.340  C7 1.252
9 N -0.899 -0.859 1.410  C7 1.375, C10 1.400, H27 1.074
10 C -0.510 -1.908 0.568  N9 1.400, C11 1.574, C17 1.569, H28 1.096
11 C 1.042 -2.095 0.381  C10 1.574, C12 1.582, H29 1.216, H30 1.092
12 C 1.714 -1.047 -0.595  C11 1.582, C13 1.357, N16 1.389
13 C 1.743 -0.871 -1.940  C12 1.357, N14 1.412, H31 1.093
14 N 2.736 0.089 -2.235  C13 1.412, C15 1.399, H32 1.101
15 C 3.042 0.598 -0.968  N14 1.399, N16 1.304, H33 1.072
16 N 2.349 0.043 -0.014  C12 1.389, C15 1.304
17 C -1.130 -3.320 0.856  C10 1.569, O18 1.238, O19 1.272
18 O -2.283 -3.471 1.281  C17 1.238
19 O -0.439 -4.331 0.513  C17 1.272, H34 0.966
20 H 0.818 3.981 1.032  N1 1.036
21 H 0.177 2.286 1.551  N1 1.036
22 H -0.993 1.427 -1.791  C4 1.142
23 H 0.314 0.707 -0.908  C4 1.092
24 H -2.184 0.176 -0.510  C5 1.093
25 H -3.592 1.789 0.322  N6 1.021
26 H -2.427 2.764 0.912  N6 0.979
27 H -0.729 -1.160 2.427  N9 1.074
28 H -0.879 -1.423 -0.343  C10 1.096
29 H 1.489 -1.797 1.473  C11 1.216
30 H 1.232 -3.158 0.224  C11 1.092
31 H 1.008 -1.375 -2.572  C13 1.093
32 H 2.711 0.844 -3.036  N14 1.101
33 H 3.631 1.484 -0.838  C15 1.072
34 H -0.943 -5.131 0.711  O19 0.966

=====

Record 2
Here is 2 unconnected molecules or ions with the total composition C10H15NO2 at a distorted geometry from OMol25. Energies are from the ωB97M-V functional and the def2-TZVPD basis.

SMILES: Cc1ccc(O)cc1.CCC(N)=O
Gap between HOMO and LUMO: 0.3559 Eh
HOMO energy: -0.33409 hartree
Lowest unoccupied orbital energy: 0.6 eV
Energy: -16198.561 eV

Each atom is followed by the atoms it is bonded to, with distances in Å.
CARTESIAN COORDINATES (ANGSTROEM)
1 C -2.008 -0.235 -2.751  C2 1.506, H9 1.088, H10 1.083, H11 1.085
2 C -0.708 0.222 -2.145  C1 1.506, C3 1.382, C8 1.392
3 C -0.378 1.550 -1.952  C2 1.382, C4 1.390, H12 1.088
4 C 0.844 1.929 -1.408  C3 1.390, C5 1.374, H13 1.078
5 C 1.711 0.958 -0.969  C4 1.374, O6 1.393, C7 1.398
6 O 3.017 1.257 -0.587  C5 1.393, H14 0.965
7 C 1.363 -0.394 -1.030  C5 1.398, C8 1.386, H15 1.078
8 C 0.247 -0.724 -1.784  C2 1.392, C7 1.386, H16 1.084
9 H -1.861 -0.796 -3.672  C1 1.088
10 H -2.689 0.596 -2.892  C1 1.083
11 H -2.488 -0.912 -2.052  C1 1.085
12 H -1.087 2.331 -2.220  C3 1.088
13 H 1.101 2.975 -1.378  C4 1.078
14 H 3.029 1.666 0.287  O6 0.965
15 H 2.010 -1.110 -0.551  C7 1.078
16 H 0.160 -1.769 -2.060  C8 1.084
17 C 0.128 0.583 3.303  C18 1.540, H22 1.092, H23 1.087, H24 1.083
18 C 0.286 -0.571 2.296  C17 1.540, C19 1.497, H25 1.086, H26 1.089
19 C -0.962 -1.375 2.103  C18 1.497, N20 1.363, O21 1.215
20 N -1.785 -0.906 1.124  C19 1.363, H27 1.005, H28 1.007
21 O -1.255 -2.358 2.754  C19 1.215
22 H 0.066 1.578 2.858  C17 1.092
23 H 0.971 0.589 3.989  C17 1.087
24 H -0.787 0.536 3.880  C17 1.083
25 H 0.724 -0.195 1.377  C18 1.086
26 H 1.096 -1.209 2.647  C18 1.089
27 H -2.687 -1.335 1.016  N20 1.005
28 H -1.562 -0.078 0.596  N20 1.007

=====

Record 3
Here is 2 unconnected molecules or ions with the total composition C10H15NO2 at a distorted geometry from OMol25. Energies are from the ωB97M-V functional and the def2-TZVPD basis.

SMILES: Cc1ccc(O)cc1.CCC(N)=O
Gap between HOMO and LUMO: 0.3566 Eh
HOMO energy: -0.33084 hartree
Lowest unoccupied orbital energy: 0.7 eV
Energy: -16197.753 eV

Each atom is followed by the atoms it is bonded to, with distances in Å.
CARTESIAN COORDINATES (ANGSTROEM)
1 C 2.030 -0.474 2.749  C2 1.505, H9 1.093, H10 1.106, H11 1.105
2 C 0.769 0.122 2.184  C1 1.505, C3 1.421, C8 1.383
3 C 0.841 1.123 1.178  C2 1.421, C4 1.397, H12 1.078
4 C -0.371 1.560 0.638  C3 1.397, C5 1.397, H13 1.087
5 C -1.504 0.859 1.059  C4 1.397, O6 1.411, C7 1.392
6 O -2.685 1.233 0.384  C5 1.411, H14 0.957
7 C -1.608 -0.218 1.935  C5 1.392, C8 1.396, H15 1.080
8 C -0.369 -0.622 2.435  C2 1.383, C7 1.396, H16 1.094
9 H 1.837 -0.908 3.733  C1 1.093
10 H 2.887 0.168 3.027  C1 1.106
11 H 2.595 -1.186 2.121  C1 1.105
12 H 1.816 1.557 1.029  C3 1.078
13 H -0.544 2.391 -0.042  C4 1.087
14 H -3.109 1.949 0.855  O6 0.957
15 H -2.582 -0.685 1.912  C7 1.080
16 H -0.373 -1.301 3.292  C8 1.094
17 C -1.271 -0.082 -3.082  C18 1.567, H22 1.103, H23 1.071, H24 1.095
18 C -0.262 0.172 -1.909  C17 1.567, C19 1.528, H25 1.070, H26 1.093
19 C 1.002 -0.486 -2.461  C18 1.528, N20 1.377, O21 1.208
20 N 1.397 -1.597 -1.752  C19 1.377, H27 1.006, H28 1.004
21 O 1.586 -0.035 -3.417  C19 1.208
22 H -2.233 0.439 -2.940  C17 1.103
23 H -1.402 -1.140 -3.183  C17 1.071
24 H -0.883 0.349 -4.010  C17 1.095
25 H -0.133 1.205 -1.659  C18 1.070
26 H -0.669 -0.479 -1.131  C18 1.093
27 H 2.185 -2.110 -2.111  N20 1.006
28 H 1.053 -1.805 -0.832  N20 1.004

=====

Record 4
Here is C10H15NO3S in the gas phase at a distorted geometry from OMol25. Energies are from the ωB97M-V functional and the def2-TZVPD basis.

Gap between HOMO and LUMO: 0.3297 Eh
HOMO energy: -0.31380 hartree
Lowest unoccupied orbital energy: 0.4 eV
Energy: -29073.109 eV

Each atom is followed by the atoms it is bonded to, with distances in Å.
CARTESIAN COORDINATES (ANGSTROEM)
1 C 2.348 -1.550 -0.130  C2 1.314, C4 1.550, H16 1.088
2 C 1.267 -1.727 -0.855  C1 1.314, C5 1.487, H17 1.056
3 C 0.434 -1.337 1.383  C4 1.521, C5 1.563, H18 1.125, H19 1.041
4 C 1.871 -0.879 1.183  C1 1.550, C3 1.521, C6 1.510, H20 1.204
5 C 0.014 -1.410 -0.120  C2 1.487, C3 1.563, C7 1.518, H21 1.066
6 C 1.775 0.616 0.995  C4 1.510, N11 1.272, H22 1.103
7 C -0.330 0.018 -0.501  C5 1.518, C8 1.341, S15 1.755
8 C 0.158 0.539 -1.637  C7 1.341, H23 1.104, H24 1.054
9 C -4.008 1.037 0.275  C10 1.548, H26 1.103, H27 1.198, H28 1.014
10 C -2.884 0.079 -0.191  C9 1.548, S15 1.965, H29 1.045, H30 1.169
11 N 2.542 1.363 0.308  C6 1.272, O12 1.239, O13 1.427
12 O 2.555 2.602 0.321  N11 1.239
13 O 3.482 0.781 -0.594  N11 1.427, H25 0.943
14 O -1.472 2.300 -0.239  S15 1.471
15 S -1.326 1.045 0.515  C7 1.755, C10 1.965, O14 1.471
16 H 3.428 -1.615 -0.245  C1 1.088
17 H 1.339 -2.148 -1.821  C2 1.056
18 H 0.168 -2.384 1.698  C3 1.125
19 H -0.036 -0.701 2.059  C3 1.041
20 H 2.632 -1.244 2.042  C4 1.204
21 H -0.686 -2.208 -0.221  C5 1.066
22 H 1.083 1.235 1.590  C6 1.103
23 H -0.086 1.521 -2.079  C8 1.104
24 H 0.846 0.128 -2.323  C8 1.054
25 H 3.232 1.244 -1.378  O13 0.943
26 H -3.973 2.048 -0.164  C9 1.103
27 H -5.050 0.524 -0.024  C9 1.198
28 H -3.864 1.075 1.277  C9 1.014
29 H -2.640 0.104 -1.207  C10 1.045
30 H -2.818 -1.056 0.083  C10 1.169

=====

Energy relative to the best compared isomer or geometry (same formula, charge and spin) readings, ordered: 4.184; 0.532; 1.339; 7.676 eV